Here is one molecule with the formula C3H3OP in a non-equilibrium geometry from the Open Molecules 2025 dataset. Energies are from the ωB97M-V functional and the def2-TZVPD basis.

* electronic energy: -532.50091 Ha
* spin multiplicity: 3
* ⟨S²⟩: 2.0802
* net charge: 0

Cartesian coordinates (Å):
C 1.3195 -0.3660 0.1183
C 0.6152 -1.1412 0.9223
C 0.7474 0.3527 -1.0385
O -1.5884 0.7529 0.0486
P -0.7399 1.0143 -1.3576
H 2.3344 -0.0790 0.3702
H -0.2600 -1.7509 0.8679
H -2.4281 1.2170 0.0688

Here is one molecule with the formula C3H3P in a non-equilibrium geometry from the Open Molecules 2025 dataset. Energies are from the ωB97M-V functional and the def2-TZVPD basis.

* electronic energy: -457.21179 Ha
* spin multiplicity: 1
* net charge: 0

Cartesian coordinates (Å):
C 0.4963 1.5903 0.2414
C 0.7754 -0.0554 0.1989
C 0.3286 -0.9603 -0.6276
P -1.2148 -0.0113 -0.6430
H 0.5866 1.8020 1.3237
H 0.7038 -1.9142 -1.0259
H -1.6757 -0.4510 0.5325

Here is a 16-piece molecular cluster, C3H40N2O15 overall in a non-equilibrium geometry from the Open Molecules 2025 dataset. Energies are from the ωB97M-V functional and the def2-TZVPD basis.

* electronic energy: -1376.25547 Ha
* spin multiplicity: 1
* net charge: 0

Cartesian coordinates (Å):
C -0.5576 0.9518 -0.8440
C 0.2412 0.3535 0.3688
N -0.0969 -1.1178 0.3046
C 0.5443 -1.8118 1.4223
N 1.6669 -2.6869 1.0487
H -0.1493 1.8878 -1.0092
H -1.6730 1.2148 -0.7971
H -0.5055 0.3536 -1.6807
H 1.2903 0.5035 0.3247
H -0.1750 0.7443 1.3730
H 0.0664 -1.6121 -0.5808
H -0.3497 -2.2910 1.9500
H 0.7799 -0.9126 2.1264
H 1.5033 -3.6552 0.6473
H 2.4738 -2.2744 0.6816
H -2.1683 0.0932 2.9605
H -2.3522 -0.1026 1.5140
O -2.6642 0.3868 2.2428
H 4.0988 2.2487 1.5399
H 2.4543 2.5595 1.9394
O 3.1191 2.3851 1.1899
H -1.2788 -3.5961 0.3052
H -2.4958 -4.1685 -0.3982
O -1.6873 -3.8096 -0.6174
H -0.3292 4.7034 0.4239
H 0.9903 5.1399 0.3031
O 0.2621 5.2302 0.9474
H 2.0726 2.9676 -0.2284
H 2.3382 3.6262 -1.5041
O 1.7925 3.6602 -0.7593
H -0.3075 -1.3844 -2.6478
H -1.4934 -1.9954 -2.0928
O -1.2899 -1.3253 -2.7569
H -3.6331 -1.0388 -3.1717
H -3.2920 -2.0550 -1.9925
O -4.0524 -1.6793 -2.4611
H 4.4923 1.7601 -1.5335
H 4.2316 1.7478 -0.0154
O 4.4026 1.2269 -0.8044
H -2.3843 -0.3842 4.7645
H -1.1365 0.2714 4.8825
O -1.5104 -0.4355 4.4022
H 0.5105 -3.5533 -1.5154
H 0.3056 -3.0525 -2.9285
O 0.5099 -2.8208 -2.0526
H -2.6373 -2.3481 1.0128
H -4.0185 -2.0435 0.8350
O -3.4086 -2.7701 0.9565
H -4.2823 -0.1567 -0.5051
H -4.8363 -1.3142 -1.0864
O -4.8936 -0.8608 -0.2018
H 0.4972 4.2121 2.2903
H 0.4280 2.7333 2.8735
O 1.0097 3.5146 2.7944
H 2.5510 -1.2044 -1.6425
H 3.8662 -0.4658 -1.3184
O 3.5489 -1.2655 -1.7119
H 2.7764 1.4697 -2.5099
H 2.9754 2.2498 -4.0584
O 3.1667 2.1623 -3.0036

Here is C3H4AgFO2 as an isolated structure in a non-equilibrium geometry from the Open Molecules 2025 dataset. Energies are from the ωB97M-V functional and the def2-TZVPD basis.

* electronic energy: -513.53645 Ha
* spin multiplicity: 2
* ⟨S²⟩: 0.7739
* net charge: +1

Cartesian coordinates (Å):
O -0.4130 1.1065 -0.8635
Ag -2.3731 0.5079 1.8990
C -0.9834 1.7229 0.1084
C 0.7506 0.3290 -0.8148
H 1.4467 0.6249 -0.0315
H 1.0786 0.1000 -1.8273
F -0.2638 2.7777 0.4533
C 0.2297 -1.6244 0.1579
O -0.9626 -1.6698 0.5817
H 0.4813 -2.4015 -0.5939
H 1.0090 -1.4734 0.9307

Here is one molecule with the formula C3H4BNO2 in a non-equilibrium geometry from the Open Molecules 2025 dataset. Energies are from the ωB97M-V functional and the def2-TZVPD basis.

* electronic energy: -346.67646 Ha
* spin multiplicity: 1
* net charge: 0

Cartesian coordinates (Å):
B -0.7557 0.1274 1.2911
C -3.1020 1.2858 2.1784
C -0.7985 -0.8728 -0.1353
C -1.8512 0.8425 2.2307
N -4.2259 1.6583 2.1150
O -0.1741 -0.1983 -1.2013
O 0.4979 0.4638 1.5927
H -0.1869 -1.8172 -0.0399
H -1.7250 -1.1282 -0.4245
H -0.7986 0.5906 -1.5199
H 1.3132 0.2115 1.1274

Here is a 2-piece molecular cluster, C3H4BNO2 overall in a non-equilibrium geometry from the Open Molecules 2025 dataset. Energies are from the ωB97M-V functional and the def2-TZVPD basis.

* electronic energy: -346.67535 Ha
* spin multiplicity: 1
* net charge: 0

Cartesian coordinates (Å):
B -0.3862 0.6223 0.6049
C -0.6873 -0.2420 -1.8371
C 1.2672 -1.8308 -0.3281
C -0.1154 -0.2110 -0.6284
N -1.2811 -0.2530 -2.8094
O -1.1139 1.8000 0.4789
O 0.4965 0.5450 1.6662
H 1.4260 -2.3233 -1.1788
H 1.0634 -1.9516 0.6547
H -1.0420 2.5238 1.0933
H 0.3728 1.3205 2.2838

Here is C3H4BaO4 as an isolated structure in a non-equilibrium geometry from the Open Molecules 2025 dataset. Energies are from the ωB97M-V functional and the def2-TZVPD basis.

* electronic energy: -442.91881 Ha
* spin multiplicity: 2
* ⟨S²⟩: 0.7537
* net charge: +1

Cartesian coordinates (Å):
O -1.2647 3.3970 0.7266
C -1.0600 2.6630 -0.1559
O -1.0315 2.4225 -1.3374
O -0.4976 0.2725 0.1508
C 0.4731 -1.1015 0.8759
C 1.3655 -1.6013 -0.1810
O 0.9715 -1.5510 -1.4257
H -1.2694 0.2519 0.7294
H -0.3825 -1.7698 1.0698
H 0.9753 -0.8212 1.8078
H 2.2396 -2.2086 0.0839
Ba -0.5194 0.0465 -2.3443

Here is C3H4BeO4 as an isolated structure in a non-equilibrium geometry from the Open Molecules 2025 dataset. Energies are from the ωB97M-V functional and the def2-TZVPD basis.

* electronic energy: -432.35564 Ha
* spin multiplicity: 2
* ⟨S²⟩: 0.7504
* net charge: -1

Cartesian coordinates (Å):
O 2.5901 -0.7151 -0.7156
C 1.6204 -0.6198 0.0921
C -0.8519 0.8546 -0.8034
O 1.1282 -1.3657 0.9030
O 1.3321 0.7712 0.1751
C 0.0272 1.2544 0.1190
H -1.9054 1.1263 -0.6665
H -0.5356 0.5638 -1.8058
H -0.2527 1.7037 1.0732
Be 2.7976 1.0381 -0.1225
O -3.2987 0.3666 -0.2323
H -4.1768 0.5915 0.0856

Energy above the lowest of the compared OMol25 structures with the same formula, charge and spin readings, ordered: 18.95; 83.57; 137.12; 61.69; 116.21; 116.91; 0.00; 4.99 kcal/mol